120
Properties=species:S:1:pos:R:3:forces:R:3:lowdin_spin:R:1 method="wB97M-V/def2-TZVPD" total_charge=-1 homo_ev="-5.9 / -5.9" multiplicity=2 s2=0.848 relative_energy_kj_mol=41.4 lumo_energy_ev="0.66 / 0.78" gap_ev="6.60 / 6.72"
Re -2.0998 1.0732 0.7146 -0.5 0.1 0.1 0.805
C 0.9340 3.6375 -0.8651 -0.1 0.0 -0.3 -0.001
Si -0.0477 3.6741 0.7137 0.2 0.2 0.4 0.010
C 0.8453 2.7344 2.0405 0.0 -0.3 0.1 0.001
C -0.2592 5.4185 1.3670 -0.1 0.2 0.0 0.005
N -1.6529 2.9316 0.4662 -0.2 0.2 -0.2 0.001
C -2.7168 3.6806 -0.1392 0.6 0.0 -0.1 0.010
C -2.5464 4.7888 -0.9648 0.2 0.0 0.0 -0.004
C -3.6417 5.4588 -1.4805 -0.1 0.0 0.1 0.001
C -4.9319 5.0428 -1.1677 0.1 0.0 -0.1 -0.005
C -5.1259 3.9182 -0.3822 -0.1 0.0 0.0 0.001
C -4.0139 3.2510 0.0841 -0.1 -0.1 0.4 -0.002
O -4.0686 2.1130 0.9050 -0.2 -0.2 -0.4 -0.006
C -5.2402 1.3010 0.8782 0.2 0.3 -0.2 0.000
C -5.7092 0.8240 -0.3284 0.0 -0.1 -0.1 -0.001
C -6.8121 -0.0137 -0.3074 -0.1 0.0 0.1 0.000
C -7.4177 -0.3503 0.8988 0.0 0.0 0.0 0.000
C -6.9103 0.1392 2.0922 0.0 0.0 0.0 0.000
C -5.8042 0.9807 2.0872 -0.1 0.0 0.2 0.000
H 1.7972 2.9751 -0.7567 0.0 0.0 0.0 0.000
H 1.2983 4.6351 -1.1274 0.0 -0.1 0.0 0.000
H 0.3292 3.2697 -1.6999 0.1 0.0 0.0 0.000
H 1.5926 3.4020 2.4803 0.0 0.0 0.0 0.000
H 1.3664 1.8711 1.6242 0.0 -0.1 0.0 0.000
H 0.1897 2.3846 2.8422 0.1 0.1 0.0 0.000
H 0.4639 6.0908 0.8942 0.0 0.0 0.1 0.001
H -0.0743 5.4309 2.4446 0.0 0.0 -0.1 0.000
H -1.2534 5.8338 1.1925 0.0 0.0 0.0 0.000
H -1.5454 5.0933 -1.2498 -0.1 0.0 0.1 0.000
H -3.4858 6.3004 -2.1432 0.0 0.0 0.0 0.000
H -5.7897 5.5774 -1.5546 0.0 0.0 0.0 0.000
H -6.1176 3.5495 -0.1612 0.0 0.0 0.0 0.000
H -5.2047 1.0792 -1.2552 -0.1 0.0 0.1 0.000
H -7.1873 -0.4173 -1.2394 0.0 0.0 0.0 0.000
H -8.2737 -1.0135 0.9075 0.0 0.0 0.0 0.000
H -7.3638 -0.1360 3.0357 0.0 0.0 0.0 0.000
H -5.3714 1.3509 3.0079 0.0 0.0 0.0 0.000
O -1.0052 -1.7021 6.8725 0.0 0.1 0.0 0.002
C -1.4313 -0.5411 6.7674 0.1 0.0 0.1 0.001
O -1.8184 0.2927 7.6080 0.0 -0.2 -0.1 0.002
C -1.5034 -0.0281 5.3073 -0.1 0.0 -0.1 0.019
C -2.2433 1.1152 5.0074 0.1 0.1 0.0 -0.004
C -2.3607 1.5339 3.7047 0.1 -0.2 -0.1 0.013
N -1.7649 0.8573 2.7041 -0.2 0.1 0.3 -0.008
C -1.0109 -0.2281 2.9823 0.0 0.3 -0.3 0.010
C -0.8704 -0.7006 4.2626 0.1 0.0 0.2 -0.002
C -0.3067 -0.7988 1.7780 0.1 0.4 -0.1 0.005
O 0.3601 -1.7972 1.8315 0.1 -0.2 0.0 0.021
O -0.4610 -0.0642 0.6671 0.2 -0.2 0.1 0.022
H -2.7095 1.6574 5.8192 0.0 0.0 0.0 -0.001
H -2.9156 2.4172 3.4157 -0.1 -0.1 0.0 0.001
H -0.2664 -1.5756 4.4627 -0.1 0.0 0.0 0.000
F -2.4752 1.0417 -1.3970 -0.1 -0.4 0.0 0.002
B -2.6343 1.6409 -2.8073 0.1 0.2 0.0 0.000
F -3.9640 2.0218 -2.8712 0.2 0.0 0.0 0.000
F -1.7496 2.7077 -2.8558 -0.2 -0.2 0.0 0.000
F -2.3004 0.6409 -3.6778 -0.1 0.3 0.1 0.000
C 6.9996 1.9346 -1.0093 0.0 0.0 0.0 0.000
C 6.3204 1.1089 -1.8946 0.0 0.1 0.0 0.000
C 5.3331 0.2495 -1.4299 0.1 0.1 0.0 0.000
C 5.0292 0.1759 -0.0753 0.0 0.1 0.0 0.000
C 5.7077 1.0199 0.8039 0.1 0.0 0.0 0.000
C 6.6831 1.8941 0.3421 -0.1 0.0 0.0 0.000
As 3.5473 -0.9134 0.6095 0.3 0.0 0.4 0.000
C 4.5045 -1.4734 2.2437 0.0 -0.1 0.1 0.000
C 5.6815 -2.2228 2.2190 0.0 0.1 0.0 0.000
C 6.3215 -2.5751 3.3977 0.0 0.0 0.0 0.000
C 5.7890 -2.1934 4.6247 0.0 0.0 0.0 0.000
C 4.6147 -1.4583 4.6642 0.0 0.0 0.0 0.000
C 3.9817 -1.1001 3.4772 0.0 0.0 -0.1 0.000
C 3.7876 -2.5905 -0.3683 0.0 0.0 -0.1 0.000
C 4.9566 -3.0003 -1.0070 -0.1 0.0 0.0 0.000
C 5.0311 -4.2562 -1.5955 0.0 0.0 0.0 0.000
C 3.9402 -5.1154 -1.5505 0.0 0.0 0.0 0.000
C 2.7728 -4.7156 -0.9163 0.0 0.0 0.0 0.000
C 2.6963 -3.4587 -0.3319 -0.1 0.1 0.1 0.000
H 7.7709 2.6042 -1.3703 0.0 0.0 0.0 0.000
H 6.5555 1.1380 -2.9523 0.0 0.0 0.0 0.000
H 4.8040 -0.3807 -2.1267 -0.1 -0.1 -0.1 0.000
H 5.4822 0.9847 1.8635 0.0 0.0 0.0 0.000
H 7.1931 2.5470 1.0401 0.0 0.0 0.0 0.000
H 6.1019 -2.5410 1.2727 0.0 0.0 0.0 0.000
H 7.2375 -3.1524 3.3595 0.0 0.0 0.0 0.000
H 6.2839 -2.4790 5.5454 0.0 0.0 0.0 0.000
H 4.1834 -1.1690 5.6135 0.0 0.0 0.0 0.000
H 3.0608 -0.5324 3.5131 -0.1 0.0 0.0 0.000
H 5.8176 -2.3455 -1.0475 0.0 0.0 0.0 0.000
H 5.9469 -4.5654 -2.0862 0.0 0.0 0.0 0.000
H 4.0038 -6.0977 -2.0033 0.0 0.0 0.0 0.000
H 1.9172 -5.3771 -0.8785 0.0 0.0 0.0 0.000
H 1.7837 -3.1582 0.1795 0.1 0.0 -0.1 0.000
Cl 1.6801 0.3285 -2.1307 -0.2 -0.1 -0.2 0.000
C 1.7879 -1.0462 -3.2007 0.4 0.3 -0.1 0.000
C 2.9093 -1.1451 -4.0023 0.1 0.0 0.1 0.000
C 3.0962 -2.2553 -4.8051 -0.1 -0.1 0.0 0.000
C 2.1541 -3.2695 -4.7641 0.1 0.1 0.0 0.000
C 1.0273 -3.1521 -3.9685 0.0 -0.1 0.0 0.000
Cl -0.0102 -4.5491 -3.9113 -0.1 0.2 0.2 0.000
C 0.7726 -2.0050 -3.1945 -0.3 0.1 0.0 0.000
N -0.3592 -1.7997 -2.4330 -0.3 -0.4 -0.2 0.000
C -1.6778 -2.0692 -2.9157 0.5 0.0 -0.4 0.000
C -1.9568 -1.9859 -4.2776 0.1 -0.2 -0.1 0.000
C -3.2140 -2.2776 -4.7652 -0.1 -0.1 0.2 0.000
C -4.2176 -2.6634 -3.8791 0.2 0.1 0.0 0.000
C -3.9425 -2.7194 -2.5225 0.0 0.2 0.1 0.000
C -2.6763 -2.4045 -2.0221 -0.3 -0.1 0.4 0.000
C -2.3489 -2.4341 -0.5353 0.0 0.1 -0.1 0.001
C -3.4120 -1.7847 0.3173 -0.3 0.4 0.1 0.010
O -4.4807 -2.2945 0.5295 -0.1 -0.1 0.1 0.023
O -3.1142 -0.5810 0.8409 0.1 -0.4 -0.4 0.061
H 3.6328 -0.3427 -3.9869 0.0 0.0 0.0 0.000
H 3.9781 -2.3451 -5.4259 0.0 0.0 0.0 0.000
H 2.2871 -4.1745 -5.3415 0.0 0.0 0.0 0.000
H -0.2959 -1.0310 -1.7819 0.1 0.1 0.0 0.000
H -1.1705 -1.6724 -4.9538 0.0 0.0 0.0 0.000
H -3.4146 -2.1925 -5.8262 0.0 0.0 0.0 0.000
H -5.2107 -2.8993 -4.2414 0.0 0.0 0.0 0.000
H -4.7188 -2.9899 -1.8200 0.0 0.0 0.0 0.000
H -1.3981 -1.9391 -0.3666 0.0 -0.2 0.1 0.000
H -2.2672 -3.4620 -0.1769 0.0 -0.1 -0.1 0.000